DFT (the ωB97M-V functional and the def2-TZVPD basis) results for a molecular structure, C53H132N8O18Zn in a non-equilibrium geometry.

Positions of all 212 atoms, in Å:
Zn  2.77960  2.72601  2.73397
C  5.42014  -0.65826  3.76091
C  4.90494  0.64307  4.40269
O  4.21226  1.46148  3.51601
H  6.04068  -1.21871  4.46013
H  5.97314  -0.51979  2.83187
H  4.56568  -1.29872  3.54223
H  5.79077  1.07106  4.87197
H  4.22465  0.42394  5.22567
C  2.48567  0.29404  0.32651
C  1.26217  1.20311  0.49900
C  0.14963  0.36784  1.15427
O  1.49025  2.36138  1.24477
H  2.25545  -0.59380  -0.26240
H  2.99725  0.05130  1.25789
H  3.19749  0.98378  -0.12700
H  0.92458  1.45891  -0.50533
H  -0.28257  -0.31189  0.41992
H  -0.74730  0.93760  1.39715
H  0.52878  -0.24633  1.97105
C  -2.36050  -1.99316  -4.04457
O  -1.83813  -0.75030  -4.39482
C  -1.11795  -0.24176  -3.27753
C  0.00476  0.71450  -3.55763
N  -0.57598  1.85633  -4.27584
C  0.36166  2.70539  -5.03286
C  -0.37400  3.83739  -5.68051
O  -1.35485  3.35301  -6.60268
C  -2.17016  4.34137  -7.28980
H  -1.50875  -2.67093  -3.98759
H  -3.05395  -2.28882  -4.83185
H  -2.90786  -1.99069  -3.10197
H  -0.78347  -1.00826  -2.57847
H  -1.88787  0.20551  -2.64884
H  0.80000  0.24055  -4.13299
H  0.40655  1.25890  -2.70305
H  -1.28495  1.41447  -4.84347
H  0.80486  2.03868  -5.77257
H  1.10647  3.14006  -4.36621
H  0.36916  4.49478  -6.13178
H  -0.71391  4.41670  -4.82204
H  -1.49167  5.01574  -7.81228
H  -2.57550  4.92677  -6.46450
H  -2.90492  3.87119  -7.94337
C  6.39485  5.04633  -8.39668
O  5.95663  3.72908  -8.17627
C  6.94981  2.75228  -8.40952
C  6.35274  1.39060  -7.89382
N  6.17567  1.52772  -6.44582
C  5.61668  0.28337  -5.89727
C  5.24991  0.51184  -4.40688
O  4.12563  1.41286  -4.28355
C  3.83444  1.73154  -2.90442
H  5.64004  5.82566  -8.29168
H  6.75533  5.10359  -9.42375
H  7.26486  5.30753  -7.79420
H  7.86222  2.94269  -7.84440
H  7.20271  2.72051  -9.46931
H  7.06118  0.60830  -8.16622
H  5.46147  1.20745  -8.49399
H  5.59901  2.34718  -6.31913
H  6.25662  -0.56962  -6.12307
H  4.62469  0.09910  -6.30972
H  6.07354  0.96331  -3.85378
H  5.01550  -0.44792  -3.94643
H  4.59546  2.42413  -2.54488
H  3.73716  0.87634  -2.23565
H  2.94851  2.36456  -2.85429
C  -6.44920  -5.56861  6.89550
O  -5.46632  -6.22050  6.10914
C  -4.11863  -5.89962  6.38580
C  -3.69324  -4.52744  5.80382
N  -2.35869  -4.16851  6.19533
C  -1.97423  -2.82446  6.00932
C  -1.97088  -2.41817  4.53141
O  -1.25895  -3.39830  3.78165
C  -1.27263  -3.20736  2.34138
H  -6.28943  -5.67868  7.96809
H  -7.41115  -5.99965  6.61811
H  -6.54737  -4.51606  6.62978
H  -3.37354  -6.58029  5.97394
H  -3.88702  -6.03479  7.44230
H  -4.37709  -3.72106  6.06877
H  -3.78700  -4.67500  4.72795
H  -1.79182  -4.66483  5.52271
H  -0.99247  -2.66199  6.45412
H  -2.62047  -2.23510  6.65981
H  -1.26030  -1.59266  4.49015
H  -2.90939  -2.08291  4.08993
H  -0.64696  -2.34722  2.10305
H  -2.28381  -2.99949  1.99152
H  -0.89767  -4.07404  1.79699
C  -10.45454  0.37985  1.80546
O  -9.18529  0.33129  2.41916
C  -8.52741  1.55270  2.77276
C  -7.14794  1.21025  3.45218
N  -6.16699  0.96811  2.40240
C  -4.92564  0.33867  2.90401
C  -3.96198  -0.02199  1.70804
O  -4.55547  -0.91905  0.80784
C  -3.78849  -1.16202  -0.35277
H  -10.77303  -0.57708  1.39201
H  -10.48949  1.11386  1.00040
H  -11.14432  0.67696  2.59541
H  -9.08207  2.09445  3.53889
H  -8.42440  2.26356  1.95290
H  -7.19879  0.26169  3.98673
H  -6.87726  1.97910  4.17586
H  -6.48094  0.44986  1.59435
H  -5.15373  -0.62285  3.36397
H  -4.42782  0.92912  3.67319
H  -3.01212  -0.39742  2.08873
H  -3.78631  0.94462  1.23588
H  -3.21008  -2.07071  -0.18588
H  -3.14076  -0.36714  -0.72249
H  -4.40482  -1.50701  -1.18295
C  -4.17653  4.42035  1.29645
O  -3.06707  4.27338  2.14086
C  -1.90976  3.74637  1.45921
C  -1.14689  4.98588  0.78736
N  -0.73702  6.05709  1.71107
C  -0.38571  7.26103  0.87967
C  -0.11428  8.45487  1.83193
O  -1.37925  8.67498  2.45125
C  -1.38040  9.88397  3.14183
H  -3.96396  4.21231  0.24782
H  -4.48682  5.46437  1.25356
H  -5.04131  3.83250  1.60417
H  -2.06724  2.95951  0.72154
H  -1.26824  3.26229  2.19556
H  -1.77049  5.39515  -0.00744
H  -0.21512  4.61110  0.36372
H  -1.59458  6.21948  2.21931
H  -1.19308  7.55731  0.21000
H  0.49439  7.08251  0.26188
H  0.26054  9.29112  1.24177
H  0.68895  8.23146  2.53407
H  -1.22890  10.77302  2.52968
H  -0.64902  9.79990  3.94565
H  -2.33859  10.08778  3.61979
C  3.44608  -3.25945  1.70590
O  3.31792  -4.69334  1.60664
C  2.03170  -5.17346  1.95925
C  1.83693  -6.61674  1.42020
N  1.69245  -6.59568  -0.00002
C  1.46141  -7.90654  -0.61420
C  1.75910  -7.86409  -2.11811
O  3.11191  -7.32537  -2.33349
C  3.44357  -7.16651  -3.71501
H  3.11008  -2.91998  2.68568
H  2.86073  -2.68905  0.98471
H  4.49086  -2.96555  1.60517
H  1.25770  -4.50480  1.58252
H  1.94381  -5.25217  3.04285
H  0.93365  -6.99930  1.89541
H  2.61429  -7.26055  1.83169
H  2.45421  -6.20389  -0.53511
H  0.42048  -8.21871  -0.52990
H  2.07578  -8.69076  -0.17188
H  1.15199  -7.09091  -2.58898
H  1.53998  -8.82557  -2.58249
H  4.48740  -6.88941  -3.86237
H  2.80306  -6.39192  -4.13675
H  3.29812  -8.02761  -4.36727
C  1.22703  0.97975  4.86915
O  1.49293  2.21916  4.19370
C  1.09715  3.38784  4.94813
C  1.31475  4.56815  4.02240
N  2.68422  4.58502  3.50184
C  2.74396  5.42326  2.29512
C  4.03412  5.01927  1.48371
O  4.06512  3.61645  1.31466
C  5.20416  3.17720  0.58864
H  1.44841  0.12100  4.23541
H  0.18244  0.89508  5.16875
H  1.89447  0.83108  5.71800
H  1.69978  3.40935  5.85613
H  0.03812  3.37902  5.20596
H  1.09406  5.52582  4.49386
H  0.54791  4.54656  3.24807
H  3.16465  5.26659  4.07170
H  2.84370  6.48703  2.51086
H  1.94973  5.32252  1.55543
H  4.92665  5.38984  1.98786
H  4.01596  5.52437  0.51797
H  6.08708  3.53381  1.11909
H  5.13600  3.58937  -0.41811
H  5.32784  2.09624  0.52277
C  -3.90494  -4.92983  -3.33198
O  -3.46105  -4.24475  -2.15676
C  -3.04334  -5.12545  -1.06743
C  -1.68427  -5.87779  -1.22160
N  -0.55387  -4.94523  -0.99367
C  -0.36211  -3.96610  -2.08137
C  1.07710  -3.49579  -2.11817
O  1.30089  -2.52283  -3.13652
C  2.67284  -2.08648  -3.33981
H  -4.31598  -4.19693  -4.02624
H  -4.63696  -5.73401  -3.25755
H  -3.02193  -5.33733  -3.82425
H  -3.90629  -5.75245  -0.84319
H  -2.94646  -4.55769  -0.14203
H  -1.49693  -6.43888  -2.13712
H  -1.63351  -6.66202  -0.46628
H  0.31966  -5.40959  -0.79017
H  -0.86945  -3.01133  -1.94305
H  -0.74490  -4.37591  -3.01606
H  1.79286  -4.30688  -2.25207
H  1.27212  -3.04155  -1.14671
H  2.97549  -1.52900  -2.45340
H  2.73174  -1.41806  -4.19879
H  3.42729  -2.86824  -3.42799

Values from the calculation:
LUMO = -0.007 eV
ΔE to the lowest compared entry with this formula, charge and spin = 0.00 kcal/mol
E = -154280.891 eV
HOMO energy = -0.2721 Ha

Atom charges from the Mulliken analysis, given in e for atoms 1 to 99: 1.145 -0.626 -0.612 -0.981 0.469 0.236 -0.171 0.229 0.190 0.133 1.822 -0.129 -0.748 -0.498 0.190 -0.609 -0.885 0.191 -0.409 -0.092 -0.270 -0.488 0.245 0.230 -0.334 -0.122 -0.880 -0.297 -0.738 0.213 0.283 0.059 -0.296 0.269 0.034 -0.333 0.354 0.362 0.038 0.460 0.348 0.288 0.327 0.209 -0.777 -0.272 -0.706 -0.783 -0.360 -0.712 -0.687 -0.266 -0.709 0.244 0.302 0.321 0.365 0.489 0.424 0.358 0.319 0.438 0.324 0.500 0.346 0.468 0.269 0.137 -0.678 -0.346 -0.701 -0.290 -0.374 -1.200 0.598 -0.409 0.117 0.307 0.244 0.267 0.309 0.424 0.343 0.141 0.339 0.383 0.417 -0.060 0.075 -0.123 0.301 -0.131 -0.731 -0.278 -0.733 -0.563 -0.123 -1.461 0.298